ORCA calculation (wB97M-V/def2-TZVPD) on a 10-piece molecular cluster, C39H50BNO31 overall at a distorted geometry.

Calculated values
Electronic energy, eV: -106893.027
Kohn-Sham gap, eV: 9.39
SMILES: CCCON1C(=O)c2cccc(B(C)O)c2C1=O.O=C1OCCO1.O=C1OCCO1.O=C1OCCO1.O=C1OCCO1.O=C1OCCO1.O=C1OCCO1.O=C1OCCO1.O=C1OCCO1.O=C1OCCO1
Strongest force on any atom, eV/A: 2.49

```
! wB97M-V def2-TZVPD RIJCOSX def2/J DEFGRID3
* xyz 0 1
C -4.72 0.91 -5.50
C -5.07 1.07 -3.99
C -4.85 -0.26 -3.28
O -3.47 -0.42 -2.88
N -3.39 -0.89 -1.55
C -2.35 -1.84 -1.31
O -2.50 -3.02 -1.52
C -1.18 -1.08 -0.74
C 0.11 -1.45 -0.52
C 0.94 -0.50 0.02
C 0.51 0.77 0.32
C -0.80 1.12 0.07
B -1.38 2.58 0.35
C -1.65 3.48 -0.94
O -1.67 3.00 1.63
C -1.67 0.19 -0.45
C -3.13 0.31 -0.77
O -3.94 1.15 -0.47
H -3.84 0.27 -5.57
H -5.53 0.37 -6.00
H -4.52 1.87 -5.97
H -4.45 1.88 -3.58
H -6.11 1.41 -3.92
H -5.48 -0.28 -2.39
H -5.10 -1.08 -3.96
H 0.43 -2.46 -0.77
H 1.98 -0.73 0.19
H 1.19 1.49 0.74
H -2.55 4.09 -0.85
H -1.83 2.79 -1.77
H -0.76 4.05 -1.22
H -0.97 3.58 1.98
O 1.94 -0.25 -4.42
C 1.32 -1.23 -4.66
O 0.53 -1.38 -5.75
C 0.14 -2.76 -5.82
C 0.29 -3.21 -4.39
O 1.32 -2.35 -3.90
H -0.88 -2.85 -6.19
H 0.82 -3.28 -6.50
H -0.62 -3.05 -3.80
H 0.58 -4.25 -4.30
O -5.83 -8.32 -2.75
C -5.56 -7.44 -2.00
O -6.48 -6.63 -1.40
C -5.79 -5.85 -0.42
C -4.37 -5.86 -0.93
O -4.30 -7.10 -1.64
H -6.21 -4.85 -0.35
H -5.89 -6.34 0.55
H -4.17 -5.04 -1.63
H -3.63 -5.83 -0.13
O -0.99 -8.28 -7.10
C -1.81 -8.80 -6.41
O -3.03 -8.27 -6.15
C -3.80 -9.28 -5.47
C -2.73 -10.16 -4.87
O -1.64 -9.98 -5.78
H -4.45 -8.84 -4.73
H -4.41 -9.81 -6.21
H -2.42 -9.82 -3.88
H -3.03 -11.20 -4.81
O -6.64 6.37 0.67
C -6.23 5.49 1.35
O -6.92 4.91 2.37
C -6.20 3.75 2.79
C -4.79 4.07 2.34
O -5.00 4.92 1.22
H -6.28 3.61 3.86
H -6.61 2.88 2.28
H -4.22 4.61 3.10
H -4.23 3.18 2.06
O 2.99 0.42 1.84
C 3.45 -0.41 2.56
O 2.79 -0.96 3.60
C 3.57 -2.06 4.08
C 4.95 -1.71 3.61
O 4.70 -0.92 2.44
H 3.50 -2.15 5.16
H 3.20 -2.99 3.62
H 5.49 -1.09 4.33
H 5.55 -2.58 3.37
O 4.34 -0.08 6.28
C 4.37 1.05 5.91
O 3.33 1.92 6.02
C 3.82 3.22 5.69
C 5.01 2.91 4.83
O 5.44 1.64 5.33
H 3.05 3.80 5.17
H 4.09 3.75 6.61
H 4.75 2.81 3.77
H 5.80 3.65 4.92
O 7.82 5.58 5.10
C 8.28 4.77 5.84
O 7.62 4.24 6.91
C 8.40 3.15 7.40
C 9.79 3.50 6.92
O 9.53 4.25 5.73
H 8.34 3.08 8.48
H 8.03 2.22 6.96
H 10.34 4.13 7.62
H 10.39 2.62 6.69
O 6.64 2.09 -8.15
C 6.04 1.68 -7.21
O 6.08 2.21 -5.97
C 5.07 1.59 -5.18
C 4.87 0.27 -5.90
O 5.22 0.60 -7.25
H 5.39 1.46 -4.15
H 4.17 2.21 -5.20
H 5.54 -0.51 -5.53
H 3.84 -0.09 -5.83
O 0.08 5.59 3.09
C -0.65 5.64 4.03
O -1.98 5.43 3.97
C -2.47 5.33 5.31
C -1.42 6.09 6.09
O -0.25 5.90 5.30
H -3.46 5.76 5.39
H -2.52 4.27 5.59
H -1.64 7.16 6.16
H -1.28 5.70 7.09
*
```

Löwdin population analysis, charges in e, atoms 1 to 99:
1. C -0.102
2. C -0.214
3. C -0.187
4. O -0.064
5. N 0.004
6. C -0.297
7. O 0.122
8. C -0.079
9. C 0.011
10. C -0.033
11. C 0.004
12. C -0.036
13. B -0.418
14. C 0.018
15. O 0.124
16. C -0.051
17. C -0.290
18. O 0.160
19. H 0.067
20. H 0.071
21. H 0.068
22. H 0.107
23. H 0.109
24. H 0.118
25. H 0.123
26. H 0.128
27. H 0.104
28. H 0.114
29. H 0.069
30. H 0.063
31. H 0.076
32. H 0.092
33. O 0.148
34. C -0.567
35. O 0.069
36. C -0.109
37. C -0.110
38. O 0.055
39. H 0.135
40. H 0.136
41. H 0.122
42. H 0.136
43. O 0.152
44. C -0.568
45. O 0.067
46. C -0.114
47. C -0.118
48. O 0.061
49. H 0.134
50. H 0.132
51. H 0.119
52. H 0.135
53. O 0.158
54. C -0.573
55. O 0.060
56. C -0.114
57. C -0.117
58. O 0.057
59. H 0.109
60. H 0.135
61. H 0.133
62. H 0.132
63. O 0.168
64. C -0.565
65. O 0.057
66. C -0.119
67. C -0.116
68. O 0.069
69. H 0.129
70. H 0.133
71. H 0.112
72. H 0.122
73. O 0.133
74. C -0.559
75. O 0.070
76. C -0.121
77. C -0.114
78. O 0.072
79. H 0.124
80. H 0.134
81. H 0.116
82. H 0.134
83. O 0.147
84. C -0.565
85. O 0.073
86. C -0.098
87. C -0.098
88. O 0.056
89. H 0.135
90. H 0.136
91. H 0.139
92. H 0.117
93. O 0.167
94. C -0.574
95. O 0.044
96. C -0.118
97. C -0.118
98. O 0.069
99. H 0.133